Computed, not measured: one molecule with the formula C7H6O in a non-equilibrium geometry, with ωB97M-V with the def2-TZVPD basis set.

Atoms and positions in Å:
C  0.2149  -0.6239  -0.9951
H  -0.8826  2.4983  -0.9149
C  -0.5025  1.6069  -0.3899
C  -0.8808  -1.3271  -0.2914
H  3.4656  -0.6668  0.8461
C  2.5221  -0.6957  0.3116
C  1.4619  -0.6422  -0.2329
H  -0.1287  0.6307  1.4501
H  -0.7720  2.3733  1.5018
C  -0.4388  1.5147  0.9269
C  -1.7715  -1.8942  0.2921
H  -2.5616  -2.4024  0.8143
O  -0.1424  0.7143  -1.3510
H  0.4163  -1.0859  -1.9678

- Total charge: 0
- LUMO energy: 0.993 eV
- Structure (SMILES): C#CC(C#C)OC=C

Löwdin atomic charge list, values in e, 2 entries:
1 C -0.34
2 H 0.13